(1)
A structure of composition C40H72AgBO44 at a distorted geometry, computed with ωB97M-V with the def2-TZVPD basis set.

Its charge is 0. The total energy comes out at -137408.1635 eV. For the gap between HOMO and LUMO, the calculation gives 0.1522 hartree. As for the multiplicity: 1.

XYZ file:
```
158
Properties=species:S:1:pos:R:3:forces:R:3:mulliken_charge:R:1
Ag -5.764 -4.883 0.975 0.13 0.17 -0.08 1.00
O 8.037 -3.071 6.776 -1.25 0.14 -0.88 -0.28
O -6.358 -6.965 -8.524 -0.14 1.43 0.08 -0.32
O 1.140 3.583 -1.490 -0.36 -2.66 0.72 -0.64
O -2.964 7.389 6.513 0.86 1.56 0.45 -0.31
O 6.396 4.271 -3.543 -1.72 0.44 -1.16 -0.34
O 0.637 -0.628 -2.767 -1.48 -0.95 -0.41 -0.41
O -2.307 5.679 5.192 0.28 1.95 0.74 -0.60
O 7.739 2.526 -3.908 -0.40 0.28 -0.73 -0.59
O 8.437 4.489 5.022 0.28 0.72 0.70 -0.26
O -2.463 -2.088 -1.814 2.26 1.77 0.18 -0.70
O 5.009 10.225 0.596 0.17 1.97 -0.95 -0.53
O 2.446 1.661 0.504 -2.33 -0.37 -2.44 -0.66
O -4.214 -9.323 -0.890 -0.69 -0.30 0.35 -0.55
O 4.500 11.889 -0.960 0.10 -0.93 0.34 -0.29
O -4.812 8.048 -0.601 -0.32 -1.43 0.60 -0.33
O -7.953 -1.621 3.514 0.55 1.72 1.44 -0.62
O -1.474 7.797 5.058 0.89 0.71 0.15 -0.31
O -6.102 9.873 -0.652 0.62 1.78 -1.30 -0.33
O 6.022 2.915 -5.233 -1.34 -0.68 -3.10 -0.31
O 5.825 12.419 0.678 -1.71 -1.27 -0.18 -0.29
O -1.650 -4.753 3.639 1.79 0.72 0.90 -0.61
O -8.738 -4.305 -2.636 -0.18 -1.32 -1.66 -0.62
O -9.615 -5.914 -4.041 0.63 0.91 -0.99 -0.27
O 8.260 -3.107 -6.070 -1.77 -1.92 1.05 -0.54
O -6.957 0.334 4.102 -0.26 0.69 1.42 -0.27
O 6.391 -1.509 6.620 2.45 -2.26 1.15 -0.29
O 9.858 3.015 5.602 -0.62 -0.02 0.10 -0.29
O -5.376 -9.017 -8.209 -3.09 1.87 -0.15 -0.61
O 10.327 4.285 3.720 -1.29 -0.21 2.19 -0.56
O -0.162 -2.554 -3.777 -0.56 2.93 2.29 -0.63
O 6.811 -4.939 -6.133 1.38 1.32 -0.06 -0.29
O -1.139 -0.264 -1.295 -1.45 -0.95 0.40 -0.48
O 0.371 -3.775 4.299 -0.87 -0.80 0.44 -0.28
O 1.062 0.228 -0.572 0.64 -0.07 0.55 -0.47
O -2.523 -10.169 -2.176 -2.28 -1.82 1.46 -0.30
O -8.823 -0.236 5.077 0.79 0.50 -0.29 -0.29
O -8.979 -4.066 -4.898 -0.22 -0.14 0.72 -0.28
O 0.013 1.709 -2.086 1.21 -0.80 1.09 -0.44
O -3.442 -11.463 -0.616 1.40 0.23 -1.37 -0.28
O -6.664 8.299 0.718 0.97 -0.49 -0.49 -0.57
O -7.610 -8.546 -7.961 -2.15 -1.21 0.25 -0.28
O -1.377 -3.803 5.619 -0.61 -0.69 0.70 -0.33
O 6.177 -3.458 5.373 2.30 2.16 2.53 -0.56
O 6.706 -3.461 -4.451 0.26 0.01 -1.34 -0.30
C 1.078 -4.087 3.097 -0.15 1.13 -0.16 -0.63
C -5.878 8.688 -0.119 -1.24 -0.15 0.84 0.81
C -5.705 0.116 3.467 0.01 -0.80 -0.01 -0.61
C -7.909 -9.943 -7.737 0.80 0.06 0.53 -0.63
C -5.196 10.541 -1.591 -0.01 -0.59 0.10 -0.60
C -8.392 -2.760 -5.016 1.42 -0.39 -0.75 -0.66
C -1.457 -1.376 -1.925 -0.92 -0.97 -1.11 0.60
C 8.717 -4.267 6.246 -0.94 0.19 -0.69 -0.59
C -0.282 -1.606 -2.984 1.21 -1.77 -1.04 0.60
C 5.212 -0.890 6.150 -0.15 -1.02 -0.87 -0.54
C -3.524 -10.259 -1.181 2.37 0.50 -1.41 0.76
C 0.907 2.384 -1.341 0.00 3.01 -1.44 0.59
C 9.632 4.010 4.698 1.40 -1.53 -1.59 0.74
C -4.348 -11.887 0.362 -1.33 0.55 0.17 -0.61
C 6.795 3.198 -4.264 1.93 0.25 3.67 0.82
C -9.042 -4.751 -3.745 -0.27 2.05 0.72 0.80
C -5.137 -6.227 -8.795 0.13 -1.43 -0.84 -0.63
C 6.700 12.113 1.739 2.26 -0.58 0.10 -0.69
C -4.722 6.643 -0.154 0.47 -0.45 -1.00 -0.66
C 10.892 2.023 5.492 0.99 1.18 -0.15 -0.64
C -2.475 -8.963 -2.926 0.53 0.74 1.12 -0.61
C -0.517 7.580 4.005 0.06 0.38 -0.45 -0.63
C 5.092 11.352 0.141 0.23 0.70 0.50 0.73
C -2.236 6.848 5.581 0.27 -2.85 -2.46 0.85
C -10.054 -0.919 5.038 -1.68 -0.09 1.51 -0.72
C 3.605 11.010 -1.716 0.92 0.04 0.32 -0.60
C 7.535 -5.460 -7.232 0.20 -1.81 -1.25 -0.72
C -6.386 -8.264 -8.239 4.90 -0.66 -0.11 0.83
C -7.875 -0.589 4.210 -1.07 -2.70 -2.31 0.81
C 1.590 1.412 -0.357 2.14 0.61 2.48 0.61
C -9.748 -6.832 -2.994 0.01 0.12 0.27 -0.59
C -4.116 6.789 6.946 -1.89 -0.93 1.39 -0.66
C 7.376 -3.805 -5.595 -0.34 1.35 0.05 0.77
C 7.975 5.670 4.401 -0.15 1.17 -1.40 -0.70
C 4.958 3.749 -5.791 0.53 -0.19 1.06 -0.54
C 7.055 4.704 -2.398 1.82 0.30 0.74 -0.63
C 6.822 -2.746 6.179 -1.65 -0.92 -1.37 0.71
C -0.641 -3.134 6.633 -0.05 1.32 0.88 -0.66
C -0.903 -4.193 4.434 -0.42 0.41 -0.47 0.81
C 5.735 -4.371 -3.922 0.39 -1.09 0.99 -0.63
B 0.161 0.269 -1.682 -0.52 0.09 -1.16 1.02
H 11.813 2.511 5.809 0.31 0.05 -0.52 0.29
H 5.364 -0.895 5.071 -0.66 0.91 -0.09 0.30
H 5.127 0.057 6.682 0.30 0.03 -0.53 0.20
H -7.319 -10.261 -6.877 0.10 -0.19 -0.12 0.30
H 10.985 1.621 4.483 -0.09 0.10 0.08 0.29
H 6.320 -5.121 -3.390 -0.12 -0.41 -0.08 0.29
H 5.081 -4.887 -4.625 0.23 0.48 -0.26 0.28
H 4.115 3.594 -5.118 -0.13 0.50 -0.23 0.26
H 0.467 -3.700 2.282 0.05 -0.75 -0.35 0.31
H -4.908 0.313 4.184 -0.17 0.70 -0.12 0.26
H 10.806 1.233 6.237 -1.03 0.12 -0.15 0.25
H -5.353 -5.301 -9.329 -0.63 -0.08 0.43 0.24
H 6.866 -5.859 -7.994 -0.63 0.57 0.09 0.27
H 6.741 5.715 -2.138 -0.40 -0.15 -0.30 0.24
H 7.535 5.420 3.435 -0.41 -0.10 0.19 0.29
H -7.604 -10.517 -8.613 -0.25 -0.03 0.10 0.30
H -4.186 10.578 -1.184 -0.10 -0.04 -0.02 0.29
H -10.096 -1.848 5.605 0.88 -0.58 -0.69 0.31
H 5.129 -3.929 -3.132 0.19 0.77 -0.43 0.28
H 3.444 11.427 -2.710 -0.09 0.62 0.41 0.23
H -4.590 6.476 0.915 0.17 0.65 -0.13 0.29
H 4.713 3.396 -6.792 0.33 -0.30 0.24 0.23
H 7.354 12.963 1.934 -0.23 0.35 -0.60 0.27
H 4.311 -1.466 6.360 0.09 -0.26 0.11 0.25
H -4.260 -12.964 0.510 0.36 0.22 -0.13 0.22
H 1.936 -3.414 3.131 0.21 -0.42 0.07 0.25
H 7.357 11.319 1.383 0.12 -0.15 0.16 0.30
H -5.552 11.550 -1.798 -0.29 -0.11 0.67 0.24
H -8.743 -7.142 -2.707 -0.18 -0.26 0.39 0.26
H 8.099 -5.160 6.346 -0.20 0.21 0.14 0.28
H 7.300 6.256 5.023 -0.34 -0.91 0.31 0.28
H -3.436 -8.459 -3.033 -0.06 -0.38 -0.20 0.28
H -0.076 8.544 3.750 -0.51 0.36 0.35 0.25
H -1.859 -8.338 -2.281 0.15 0.63 -0.54 0.29
H 8.894 -4.121 5.180 -0.01 0.07 0.03 0.29
H -0.335 -2.145 6.290 0.56 -0.28 -0.22 0.30
H -4.239 7.006 8.007 0.28 0.07 0.08 0.24
H -5.728 0.759 2.588 0.58 -0.26 0.07 0.24
H -10.312 -7.657 -3.430 0.01 0.04 0.42 0.20
H 1.368 -5.138 3.068 -0.20 0.17 -0.25 0.27
H 0.379 7.016 4.263 -0.60 -0.72 0.34 0.29
H -4.205 -11.342 1.295 0.03 -0.09 0.03 0.27
H -5.186 10.070 -2.573 0.01 -0.50 0.22 0.28
H -7.522 -2.561 -4.390 -0.33 -0.43 0.64 0.32
H -9.047 -1.890 -4.980 -0.50 -0.57 0.12 0.27
H 8.258 -4.840 -7.762 -0.22 0.52 0.69 0.32
H -4.604 -6.841 -9.521 0.52 0.05 0.29 0.31
H -5.567 -0.945 3.256 -0.33 0.06 -0.56 0.30
H 8.695 6.443 4.133 0.96 -0.57 0.25 0.32
H 9.674 -4.474 6.724 -0.28 0.76 0.44 0.24
H -7.938 -2.877 -6.000 -0.27 0.65 -0.21 0.26
H 2.685 10.914 -1.140 0.07 -0.32 -0.29 0.27
H 0.122 -3.652 7.214 0.54 -0.57 -1.16 0.29
H -5.525 5.978 -0.474 -0.83 0.85 0.04 0.30
H -1.288 -2.889 7.475 -0.96 -0.22 -0.47 0.28
H -10.703 -0.364 5.717 0.04 0.72 -0.28 0.28
H 5.302 4.781 -5.854 -0.23 -0.04 0.22 0.29
H -10.267 -6.283 -2.208 -0.02 -0.70 0.43 0.30
H 4.128 10.078 -1.929 -0.31 -0.25 0.54 0.30
H -1.966 -9.153 -3.871 -0.25 -0.14 0.16 0.22
H 6.970 4.083 -1.506 -0.53 -0.38 -0.27 0.29
H 8.022 -6.391 -6.943 0.44 0.20 0.53 0.27
H -5.341 -11.678 -0.034 -0.26 -0.07 0.37 0.30
H -4.139 5.702 6.860 0.21 0.09 -0.41 0.32
H -4.996 7.241 6.488 0.09 -0.13 -0.45 0.27
H -8.955 -10.070 -7.460 0.05 0.42 -0.47 0.22
H -10.596 -0.982 4.095 0.75 -0.05 -0.24 0.30
H -3.923 6.213 -0.757 0.56 0.47 0.46 0.28
H -1.012 7.252 3.091 0.06 -0.52 0.26 0.28
H -4.534 -6.031 -7.909 -0.24 -0.22 0.04 0.28
H 6.434 11.830 2.757 -1.53 -0.18 -0.34 0.29
H 8.127 4.761 -2.584 0.14 -0.02 -0.12 0.30
```
Positions in Å, forces in eV/Å.



(2)
A cluster of 11 separate species, C5H30N2O11 in total at a distorted geometry, computed with ωB97M-V with the def2-TZVPD basis set.

Its expectation value of S² is 0.79. Its charge is +1. The total energy comes out at -31166.3053 eV. For the gap between HOMO and LUMO (spin up / spin down), the calculation gives 0.3479 / 0.1862 hartree. The calculation puts the energy above the lowest of the compared OMol25 structures with the same formula, charge and spin at 0.0 kcal/mol. As for the multiplicity: 2.

XYZ file:
```
48
Properties=species:S:1:pos:R:3:forces:R:3:mulliken_charge:R:1
O 2.553 -1.360 -0.139 -0.35 0.77 -0.20 -0.45
O -3.340 1.519 2.772 -0.16 -0.46 0.06 -0.63
O 0.870 0.452 2.885 0.03 0.30 -0.37 -0.58
O -2.293 -1.534 1.864 0.32 0.08 -0.63 -0.57
O 4.033 0.637 -1.209 -0.14 0.06 -0.05 -0.62
O 2.632 -1.753 -3.188 -0.55 0.30 -0.22 -0.67
O 1.233 -4.073 0.522 -0.31 0.30 -0.71 -0.65
O -4.202 0.130 0.358 -0.09 -0.31 -0.53 -0.56
O 0.512 -2.348 2.693 -0.04 0.68 0.63 -0.57
O 1.621 0.839 -3.555 -0.74 -0.24 0.83 -0.64
O -2.135 3.459 1.133 0.12 -0.08 0.30 -0.56
N -0.369 0.128 -1.307 -0.70 0.17 -0.20 0.53
N -0.422 -2.189 -1.245 -0.32 -0.86 0.26 -0.53
C -1.112 2.879 1.393 0.79 -0.55 -0.68 0.04
C -0.310 2.599 -1.009 0.76 0.12 0.64 -0.94
C -1.169 1.350 -1.178 0.60 -0.33 -0.04 -0.27
C 0.087 2.858 0.448 -0.51 -0.05 0.20 -0.48
C -0.810 -1.054 -0.789 1.18 0.99 -0.08 0.79
H 2.158 -1.073 0.696 -0.02 -0.28 0.07 0.31
H 0.102 -0.104 2.717 0.01 -0.18 0.15 0.32
H -2.708 -0.810 2.353 0.02 -0.20 0.33 0.28
H -1.681 1.431 -2.141 -0.33 -0.09 -0.04 0.29
H 1.966 0.011 -3.162 0.41 -0.04 -0.81 0.33
H 0.429 -3.831 0.029 0.13 -0.34 0.33 0.36
H 2.924 -0.521 -0.508 0.04 -0.65 0.12 0.27
H 0.623 2.417 -1.546 -0.10 0.25 -0.38 0.45
H 0.406 0.159 -1.989 -0.06 0.05 -0.05 -0.23
H 1.468 -0.158 3.329 -0.04 0.01 0.10 0.29
H 1.314 -2.843 2.504 -0.29 -0.44 -0.38 0.33
H 3.848 1.476 -1.645 0.10 0.04 -0.02 0.32
H -3.407 -0.265 -0.014 0.08 0.00 0.28 0.28
H 1.917 -3.757 -0.085 0.25 -0.07 0.35 0.28
H 0.562 3.832 0.545 0.22 0.11 -0.12 0.45
H -2.116 -2.289 2.433 -0.39 0.30 0.42 0.28
H -1.428 -0.970 0.103 -0.29 -0.29 -0.06 0.03
H 0.225 -2.188 -2.029 0.00 0.42 -0.07 0.17
H 1.015 0.552 -4.254 0.40 0.08 -0.07 0.31
H 2.109 -2.226 -2.533 0.70 -0.17 0.22 0.26
H -3.314 2.416 2.415 0.03 0.02 -0.05 0.35
H 3.518 -1.641 -2.828 0.07 -0.15 0.23 0.34
H -1.866 1.136 -0.376 -0.36 0.44 0.01 0.32
H -4.110 1.114 2.349 0.09 0.18 0.00 0.28
H -0.782 3.490 -1.418 -0.25 -0.26 -0.15 0.44
H 4.629 0.831 -0.478 0.12 0.08 -0.07 0.29
H -0.932 2.210 2.254 -0.60 0.47 0.41 0.33
H 0.782 2.101 0.808 0.09 -0.01 0.08 0.19
H -4.871 -0.445 -0.036 -0.33 0.22 0.22 0.27
H -0.164 -2.593 2.061 0.40 -0.35 -0.27 0.20
```
Positions in Å, forces in eV/Å.



(3)
A cluster of 3 separate species, C5H8O in total, computed with ωB97M-V with the def2-TZVPD basis set.

Its charge is 0. The total energy comes out at -7357.0697 eV. For the gap between HOMO and LUMO (spin up / spin down), the calculation gives 0.2857 / 0.2858 hartree. The calculation puts the energy above the lowest of the compared OMol25 structures with the same formula, charge and spin at 119.6 kcal/mol. As for the multiplicity: 1.

XYZ file:
```
14
Properties=species:S:1:pos:R:3:forces:R:3:mulliken_charge:R:1
O -0.027 -1.251 -0.745 0.00 0.05 -0.10 -0.36
C 0.079 -0.930 0.683 0.02 0.05 0.13 0.36
C 0.954 0.281 0.659 0.14 0.05 -0.02 -0.49
C 1.261 0.613 -0.638 -0.14 -0.01 0.05 -0.15
C 0.503 -0.243 -1.433 0.06 0.01 -0.05 -0.52
C -1.121 -0.142 1.028 -0.16 -0.13 0.21 -1.14
H 1.243 0.809 1.558 -0.06 -0.08 -0.13 0.39
H 0.399 -0.296 -2.509 0.01 0.04 0.16 0.43
H 0.378 -1.855 1.194 -0.06 0.17 -0.08 0.33
H -1.091 0.381 1.977 0.04 -0.07 -0.14 0.30
H -2.094 -0.546 0.759 0.15 0.09 0.00 0.39
H 1.770 1.500 -0.989 -0.08 -0.14 0.05 0.36
H -1.237 0.773 -0.367 0.08 0.00 -0.12 -0.09
H -1.016 0.904 -1.177 -0.01 -0.04 0.05 0.19
```
Positions in Å, forces in eV/Å.